1.
Computed, not measured: a structure of composition C31H50O3P2SY in a non-equilibrium geometry, with ωB97M-V/def2-TZVPD.

```
88
Properties=species:S:1:pos:R:3:forces:R:3:lowdin_charge:R:1
Y 1.7286 0.2388 -0.3283 -2.122 0.555 -0.599 1.68
C 0.8305 2.2744 1.0636 0.335 -0.215 0.764 -0.25
C -0.2332 1.5328 1.6504 0.692 -0.201 -0.490 -0.19
C 1.7420 0.3990 2.0813 -1.400 0.230 -0.175 -0.33
C 2.0782 1.6460 1.4487 -0.978 -0.129 0.170 -0.35
C 0.3021 0.3557 2.2064 1.189 -0.101 -0.043 -0.23
C 0.6223 3.5950 0.4169 -0.107 0.836 -0.370 -0.02
H -0.2782 4.0976 0.8106 0.443 -0.231 -0.039 0.10
H 0.4777 3.5292 -0.6740 0.087 -0.023 0.309 0.08
H 1.4715 4.2634 0.5979 -0.221 -0.059 -0.033 0.09
C 3.4279 1.9020 0.9000 0.560 0.426 0.451 -0.04
H 3.5206 2.9116 0.4884 0.093 -0.500 -0.030 0.08
H 3.7047 1.1651 0.0823 0.446 0.401 0.020 0.07
H 4.2198 1.7872 1.6554 -0.253 -0.188 -0.270 0.12
C 2.6389 -0.7830 2.2363 0.080 -0.021 0.849 -0.04
H 3.4045 -0.5803 2.9984 0.107 -0.257 -0.400 0.11
H 3.1932 -1.0862 1.3124 0.095 0.096 -0.037 0.07
H 2.0795 -1.6738 2.5593 0.196 0.322 -0.118 0.09
C -0.4290 -0.6043 3.0783 -0.388 -0.337 0.426 -0.03
H -0.2860 -0.2939 4.1303 -0.074 -0.173 -0.363 0.11
H -0.0382 -1.6268 2.9935 -0.187 0.192 0.030 0.08
H -1.5205 -0.6294 2.9043 0.663 0.012 -0.028 0.07
C -1.6325 2.0140 1.8505 -0.433 0.080 -0.046 -0.02
H -1.7218 2.5411 2.8119 0.183 -0.139 -0.116 0.11
H -2.3613 1.1931 1.8832 0.261 0.235 -0.090 0.07
H -1.9543 2.7318 1.0892 0.132 -0.221 0.107 0.07
C -1.2030 -0.0877 -2.7461 0.879 0.379 0.461 -0.11
C -1.7680 0.9647 -2.1349 0.811 -0.127 -0.179 -0.10
C -3.0084 1.0227 -1.3172 -0.314 -0.297 0.576 -0.16
C -3.5487 -0.2836 -0.6727 -0.692 0.323 -0.218 -0.18
C -2.6042 -1.0514 0.1859 0.249 -0.033 0.429 -0.11
C -1.6997 -1.9539 -0.1954 0.400 0.219 0.577 -0.12
C -1.3702 -2.4301 -1.5789 -0.011 -0.088 -0.309 -0.19
C -1.6584 -1.5110 -2.7885 -0.147 -0.564 -0.583 -0.20
H -3.8509 1.4173 -1.9128 0.434 0.216 0.214 0.13
H -3.9879 -0.9332 -1.4400 0.079 0.188 0.147 0.11
H -2.7681 1.7302 -0.5041 -0.517 -0.137 -0.397 0.08
H -2.7304 -1.5526 -3.0447 0.431 -0.099 0.045 0.11
H -0.2768 0.0928 -3.3195 -0.432 0.190 0.230 0.10
H -1.2374 1.9223 -2.2210 -0.263 -0.351 -0.198 0.08
H -1.0888 -1.9692 -3.6226 -0.653 0.076 0.228 0.12
H -0.3003 -2.6961 -1.5721 -0.089 0.019 -0.151 0.10
H -1.0709 -2.3975 0.6005 -0.514 0.053 -0.345 0.10
H -1.8872 -3.3852 -1.7975 0.252 0.228 0.313 0.08
H -4.3802 0.0425 -0.0191 0.202 -0.234 -0.416 0.12
H -2.7290 -0.8495 1.2584 0.293 -0.225 -0.439 0.08
P -3.2219 -5.8476 -2.5721 -0.458 -0.059 -0.775 0.78
P -3.0652 -8.0877 -0.6528 -0.619 -1.745 0.533 0.78
C -4.2395 -7.3629 -3.0468 -0.049 0.154 0.039 -0.43
C -3.7576 -8.6010 -2.3034 0.365 0.070 0.031 -0.46
H -4.1776 -7.5023 -4.1351 -0.139 0.093 0.246 0.07
H -5.2910 -7.1585 -2.8061 0.207 0.008 0.020 0.07
H -4.5654 -9.3305 -2.1435 0.281 0.131 -0.118 0.07
H -2.9590 -9.1091 -2.8563 -0.056 0.098 0.018 0.08
C -2.4848 -9.7842 -0.2071 0.138 0.036 0.111 -0.34
H -2.2069 -9.8079 0.8481 0.008 -0.092 -0.025 0.03
H -1.6036 -10.0330 -0.7988 0.040 -0.067 0.030 0.03
H -3.2672 -10.5267 -0.3946 0.132 0.017 0.050 0.04
C -4.6967 -8.2779 0.2253 0.175 0.320 0.168 -0.31
H -5.1804 -9.2126 -0.0905 0.080 0.259 0.140 0.04
H -5.3535 -7.4318 0.0050 -0.027 -0.084 0.086 0.03
H -4.5136 -8.3088 1.3044 -0.150 0.048 -0.115 0.03
C -2.4212 -5.6859 -4.2214 0.036 0.263 -0.073 -0.31
H -1.8885 -4.7311 -4.2812 0.005 -0.131 -0.148 0.02
H -3.1832 -5.7465 -5.0098 0.294 0.102 0.038 0.04
H -1.6989 -6.5027 -4.3480 -0.136 0.204 -0.005 0.04
C -4.5913 -4.6406 -2.7364 -0.036 0.237 -0.197 -0.31
H -5.2996 -4.7935 -1.9152 0.101 0.050 -0.115 0.04
H -5.1103 -4.7738 -3.6917 -0.037 0.165 0.116 0.04
H -4.1966 -3.6226 -2.6644 -0.145 -0.007 -0.055 0.01
C 5.0571 7.5092 -2.5114 0.163 0.209 -0.028 -0.05
C 4.3125 6.2146 -2.6553 -0.140 -0.027 -0.012 -0.27
C 4.0311 5.7493 -3.9401 -0.199 -0.407 -0.192 -0.03
C 3.3042 4.5767 -4.1437 -0.065 -0.258 0.112 -0.03
C 2.8717 3.8331 -3.0331 0.103 0.291 0.229 -0.25
C 3.1711 4.2854 -1.7531 0.004 0.068 -0.032 -0.08
C 3.8689 5.4747 -1.5590 0.153 0.103 0.127 -0.02
S 1.7911 2.4199 -3.2419 0.393 0.854 -0.655 0.56
O 0.4486 2.9546 -3.3366 0.703 -0.665 0.136 -0.29
O 2.3358 1.6279 -4.3152 -0.563 0.101 0.495 -0.28
O 1.9343 1.6312 -1.9102 0.023 -0.303 0.174 -0.52
H 6.0295 7.4521 -3.0240 -0.266 0.033 0.194 0.09
H 4.4919 8.3282 -2.9823 0.174 -0.219 0.196 0.09
H 5.2296 7.7578 -1.4613 -0.003 0.021 -0.158 0.08
H 4.3940 6.3287 -4.7953 -0.214 -0.282 0.244 0.13
H 3.0768 4.2281 -5.1512 0.061 0.096 0.256 0.13
H 2.8450 3.7089 -0.8977 -0.053 0.237 -0.389 0.04
H 4.0699 5.8411 -0.5388 -0.083 -0.250 -0.567 0.12
```
Positions in Å, forces in eV/Å.

Charge: +1
HOMO, eV: -9.276
E_LUMO, eV: -4.3

2.
Computed, not measured: a structure of composition C31H51BDyF6N11O2, with ωB97M-V/def2-TZVPD.

```
103
Properties=species:S:1:pos:R:3:forces:R:3:lowdin_charge:R:1
Dy -0.7078 -0.0020 -0.4978 0.585 0.592 -0.354 1.81
C 1.1160 -5.1382 1.4494 -0.047 -0.047 -0.044 -0.01
C 0.3158 -4.3292 0.4776 0.070 0.094 0.091 -0.26
C -0.5325 -4.7910 -0.4948 -0.056 -0.135 -0.096 0.02
C -1.0357 -3.6552 -1.1505 -0.088 -0.032 -0.163 -0.21
N -0.5222 -2.5550 -0.5928 0.268 0.075 0.246 0.05
N 0.3180 -2.9821 0.4102 -0.097 0.085 -0.082 0.03
B 1.1971 -2.0726 1.2901 0.025 -0.139 0.037 -0.52
N 0.3784 -1.2529 2.3241 -0.003 0.016 -0.120 0.03
N -0.6062 -0.3445 2.0231 0.297 -0.416 0.168 0.01
C -1.0838 0.0919 3.1885 -0.054 0.053 -0.004 -0.24
C -0.4121 -0.5444 4.2451 -0.067 0.070 0.169 0.02
C 0.5007 -1.3866 3.6638 0.109 -0.063 -0.133 -0.26
C 1.4660 -2.3066 4.3464 -0.069 0.067 0.066 -0.01
C -2.1686 1.1282 3.4164 0.099 -0.090 0.005 -0.53
C -1.5819 2.2414 4.2985 0.037 0.067 0.031 -0.04
C -3.3295 0.4462 4.1527 -0.085 0.032 0.067 -0.04
C -2.7043 1.7535 2.1393 -0.006 0.090 -0.047 -0.05
N 2.1811 -1.2141 0.4558 -0.048 0.105 0.042 0.03
N 1.8282 -0.2542 -0.4612 0.001 -0.370 0.324 0.02
C 2.9642 0.2194 -0.9671 0.140 0.073 -0.133 -0.24
C 4.0567 -0.4509 -0.3927 0.128 0.126 0.009 0.02
C 3.5261 -1.3383 0.5100 -0.166 -0.167 -0.068 -0.26
C 4.2620 -2.3095 1.3799 0.060 0.055 -0.069 -0.01
C 3.1083 1.2949 -2.0298 0.054 -0.128 0.044 -0.53
C 1.9027 2.2193 -2.1033 -0.016 0.020 -0.026 -0.04
C 3.3295 0.6099 -3.3863 -0.077 -0.004 -0.102 -0.02
C 4.3288 2.1628 -1.6890 0.022 0.041 -0.011 -0.05
C -2.0554 -3.7444 -2.2831 0.045 -0.008 0.182 -0.52
C -3.4590 -3.8223 -1.6617 -0.064 -0.022 -0.013 -0.03
C -1.7979 -5.0383 -3.0688 -0.023 -0.069 -0.040 -0.06
C -2.0018 -2.5941 -3.2852 0.032 -0.097 -0.065 -0.05
H 0.9214 -6.1925 1.2570 0.015 -0.002 0.020 0.08
H 2.1889 -4.9683 1.3504 -0.037 0.020 -0.036 0.07
H 0.8443 -4.9307 2.4856 -0.032 0.031 -0.052 0.07
H -0.7475 -5.8252 -0.7103 0.019 0.096 0.025 0.11
H 1.8815 -2.7977 1.9414 -0.071 0.065 -0.072 0.09
H -0.5791 -0.4146 5.3039 0.011 -0.006 -0.100 0.11
H 1.3525 -2.1879 5.4238 0.008 -0.012 -0.018 0.08
H 1.2850 -3.3528 4.0990 -0.041 0.039 -0.010 0.07
H 2.5031 -2.0899 4.0894 -0.038 0.047 -0.016 0.07
H -1.2131 1.8581 5.2527 -0.030 0.002 -0.053 0.08
H -0.7479 2.7441 3.7969 -0.073 -0.048 0.010 0.07
H -2.3553 2.9861 4.5082 0.041 -0.027 0.006 0.09
H -3.0215 0.0650 5.1294 -0.001 0.004 -0.056 0.08
H -4.1427 1.1618 4.3087 0.044 -0.029 -0.001 0.09
H -3.7179 -0.3869 3.5627 0.022 0.034 0.023 0.09
H -1.9029 2.0786 1.4763 0.037 -0.029 0.034 0.04
H -3.3472 1.0732 1.5887 0.033 -0.020 0.053 0.06
H -3.2941 2.6403 2.3917 -0.026 -0.061 0.004 0.10
H 5.1039 -0.3131 -0.6109 -0.081 -0.001 0.042 0.11
H 5.3303 -2.1886 1.2027 -0.011 -0.012 0.014 0.08
H 4.0742 -2.1472 2.4409 -0.021 0.047 -0.013 0.07
H 3.9973 -3.3443 1.1597 -0.021 0.044 -0.049 0.08
H 1.0075 1.7055 -2.4444 0.043 0.031 0.041 0.05
H 1.6934 2.6562 -1.1287 0.036 -0.010 -0.025 0.05
H 2.1079 3.0276 -2.8114 -0.031 -0.044 -0.009 0.10
H 2.4893 -0.0466 -3.6254 0.057 0.036 0.035 0.08
H 3.4121 1.3621 -4.1771 0.017 -0.030 0.040 0.09
H 4.2442 0.0106 -3.3855 -0.056 0.037 0.039 0.09
H 4.2034 2.6442 -0.7138 0.005 -0.028 -0.060 0.09
H 5.2555 1.5876 -1.6653 -0.041 0.018 -0.026 0.07
H 4.4406 2.9444 -2.4462 0.004 -0.046 0.046 0.09
H -3.5356 -4.6584 -0.9618 0.038 0.008 -0.037 0.09
H -3.7042 -2.9042 -1.1310 0.024 -0.062 -0.036 0.05
H -4.2020 -3.9658 -2.4521 0.024 -0.001 0.032 0.09
H -1.9876 -5.9332 -2.4728 0.009 0.049 -0.005 0.07
H -2.4733 -5.0693 -3.9272 0.033 -0.017 0.031 0.08
H -0.7707 -5.0810 -3.4392 -0.043 0.015 0.007 0.09
H -2.2536 -1.6443 -2.8242 -0.061 -0.002 0.067 0.04
H -1.0217 -2.5316 -3.7622 -0.099 -0.034 0.076 0.08
H -2.7530 -2.7816 -4.0583 0.032 0.013 0.013 0.10
C -2.2639 4.7465 -1.6821 0.062 0.056 -0.005 -0.03
N -1.1561 4.8806 -0.7483 -0.060 0.050 0.056 -0.15
C -0.5686 6.1995 -0.5778 0.003 -0.066 -0.101 -0.06
C -0.5963 3.7427 -0.2340 -0.012 -0.013 0.051 -0.43
N -0.8494 2.5635 -0.6596 -0.101 -0.166 -0.080 0.05
N 0.2641 3.9794 0.8320 0.170 -0.198 0.036 0.15
C 1.0210 3.0226 1.5200 -0.276 0.325 -0.179 -0.51
N 1.7628 3.6079 2.5359 -0.029 -0.022 0.071 0.14
N 0.9478 1.7931 1.2377 -0.040 -0.155 0.016 0.14
H -2.8008 5.6925 -1.7194 0.007 -0.014 -0.003 0.09
H -2.9572 3.9769 -1.3444 0.004 -0.005 0.029 0.10
H -1.9272 4.4921 -2.6918 0.000 0.000 -0.012 0.10
H -0.7330 6.7773 -1.4857 -0.023 0.016 0.002 0.09
H 0.5099 6.1315 -0.4434 0.020 -0.008 0.016 0.09
H -1.0040 6.7558 0.2586 -0.014 -0.021 0.015 0.09
H -1.4144 2.5865 -1.5022 -0.003 0.017 -0.005 0.03
H 0.1701 4.8700 1.2857 -0.023 0.005 0.075 0.13
H 2.1305 4.5294 2.3611 0.043 -0.002 -0.053 0.09
H 2.4262 2.9933 2.9780 0.010 -0.013 0.017 0.10
H 1.5736 1.2277 1.8062 0.025 -0.002 -0.042 0.08
F -4.6446 -0.3863 -0.3370 -0.197 0.023 0.076 0.05
C -3.4151 -0.5272 -0.8103 0.287 0.088 0.019 -0.27
F -2.8769 0.8852 -0.6427 -0.399 -0.029 0.029 -0.25
F -2.6881 -1.0338 0.4002 -0.343 -0.019 -0.037 -0.21
F 0.1357 1.2873 -5.3135 0.036 0.119 -0.106 0.15
C -0.5835 0.2201 -4.9176 -0.008 0.036 0.203 -0.56
F -1.7945 0.3080 -5.4643 -0.117 0.028 -0.167 0.17
F 0.0154 -0.8677 -5.3955 0.070 -0.110 -0.085 0.16
C -0.6702 0.2278 -3.3802 0.170 -0.059 0.501 -0.62
O 0.0763 -0.5623 -2.7461 -0.179 0.411 0.101 -0.11
O -1.4361 1.0496 -2.8475 0.178 -0.261 -0.333 -0.04
```
Positions in Å, forces in eV/Å.

Charge: 0
HOMO (alpha / beta), eV: -8.402 / -8.403
Spin multiplicity: 6
E_LUMO (alpha / beta), eV: 0.0 / 0.0

Which value of charge does entry 2 give? 0